{
  "formula": "C37H89BBrN6O3",
  "method": "ωB97M-V/def2-TZVPD",
  "gap_ev": 6.58,
  "charge": -1,
  "lumo_ev": 1.48,
  "elements": ["C", "O", "C", "B", "C", "C", "C", "N", "O", "C", "C", "Br", "O", "H", "H", "H", "H", "H", "H", "H", "H", "H", "H", "H", "H", "H", "H", "C", "C", "N", "C", "C", "C", "C", "H", "H", "H", "H", "H", "H", "H", "H", "H", "H", "H", "H", "H", "H", "H", "C", "C", "N", "C", "C", "C", "C", "H", "H", "H", "H", "H", "H", "H", "H", "H", "H", "H", "H", "H", "H", "H", "C", "C", "N", "C", "C", "C", "C", "H", "H", "H", "H", "H", "H", "H", "H", "H", "H", "H", "H", "H", "H", "H", "C", "C", "N", "C", "C", "C", "C", "H", "H", "H", "H", "H", "H", "H", "H", "H", "H", "H", "H", "H", "H", "H", "C", "C", "N", "C", "C", "C", "C", "H", "H", "H", "H", "H", "H", "H", "H", "H", "H", "H", "H", "H", "H", "H"],
  "positions_angstrom": [[-13.18235, 7.70183, 1.39404], [-12.21261, 8.35160, 2.15646], [-10.90715, 7.79438, 1.96160], [-9.75972, 8.47898, 2.88173], [-8.28583, 7.86345, 2.39372], [-7.51698, 6.96875, 3.33045], [-8.25458, 5.99286, 4.21208], [-6.24083, 6.95192, 3.42017], [-10.01940, 8.45988, 4.33874], [-9.32997, 9.58350, 4.79705], [-9.78598, 10.62339, 3.77217], [-8.69539, 12.27514, 3.82426], [-9.74498, 9.99723, 2.57225], [-13.39055, 6.70224, 1.79380], [-12.85758, 7.58464, 0.35317], [-14.09076, 8.30036, 1.40310], [-10.62036, 7.97161, 0.91634], [-10.96981, 6.70795, 2.12193], [-8.41440, 7.29008, 1.46861], [-7.62651, 8.69425, 2.13393], [-7.96713, 4.97023, 3.97590], [-7.99462, 6.20085, 5.24805], [-9.33051, 6.08515, 4.12820], [-5.85413, 7.64677, 2.78386], [-9.57241, 9.85065, 5.82536], [-8.24055, 9.46500, 4.72130], [-10.79209, 10.96098, 4.04068], [0.00002, 3.58207, 2.05670], [-0.91858, 4.64194, 1.47040], [-2.20646, 4.10628, 1.07680], [-2.98730, 5.01825, 0.25834], [-3.45614, 6.32592, 0.90116], [-2.94195, 3.40883, 2.12149], [-3.25970, 4.17226, 3.41465], [0.08767, 2.73740, 1.37025], [0.99657, 3.99527, 2.22064], [-0.36082, 3.21139, 3.01700], [-0.44879, 5.05082, 0.57137], [-0.99797, 5.47784, 2.18377], [-3.85913, 4.47269, -0.11240], [-2.38889, 5.25512, -0.62837], [-4.26107, 6.15994, 1.61575], [-3.84466, 6.99722, 0.13246], [-2.64619, 6.84827, 1.41167], [-2.37788, 2.50774, 2.38236], [-3.87242, 3.04413, 1.67988], [-2.38885, 4.71158, 3.79157], [-3.56287, 3.46452, 4.18900], [-4.07437, 4.88527, 3.29713], [1.20623, -0.47799, 3.26914], [0.95721, -1.64967, 2.33092], [-0.44724, -1.84274, 2.02559], [-0.73118, -3.10974, 1.38120], [-0.14232, -3.35290, -0.01377], [-1.13262, -0.68193, 1.48112], [-0.57827, -0.05642, 0.19465], [0.60455, -0.57342, 4.17366], [2.25789, -0.45409, 3.55809], [0.97530, 0.48034, 2.80251], [1.31275, -2.56411, 2.81441], [1.57703, -1.51750, 1.42866], [-1.81683, -3.23095, 1.33576], [-0.37420, -3.90119, 2.04856], [-0.65958, -2.77730, -0.78081], [-0.24816, -4.40799, -0.27803], [0.92008, -3.11076, -0.05965], [-1.14896, 0.09031, 2.25411], [-2.18034, -0.95234, 1.33061], [0.50655, 0.05787, 0.22975], [-1.00716, 0.93989, 0.06629], [-0.83332, -0.63426, -0.69322], [-0.84706, -1.98583, -3.95059], [-0.16141, -2.49973, -5.20612], [0.94855, -3.38461, -4.90554], [1.81113, -3.65429, -6.03797], [1.23480, -4.42981, -7.22949], [0.63432, -4.52057, -4.05664], [-0.45712, -5.49150, -4.52725], [-0.11927, -1.53108, -3.27691], [-1.59114, -1.23133, -4.20753], [-1.36286, -2.78251, -3.41287], [0.24174, -1.64660, -5.75819], [-0.91617, -2.96283, -5.86251], [2.69678, -4.18047, -5.66829], [2.17900, -2.68981, -6.40375], [1.10238, -5.48747, -7.00503], [1.92206, -4.36355, -8.07541], [0.27632, -4.02421, -7.55465], [0.34840, -4.13665, -3.07425], [1.56221, -5.07302, -3.88685], [-1.34244, -4.96495, -4.88617], [-0.76992, -6.12204, -3.69265], [-0.11041, -6.15252, -5.32030], [9.13199, -2.97420, -3.34672], [7.82099, -2.27720, -3.67809], [6.89762, -3.12225, -4.41007], [5.77790, -2.39631, -4.98121], [4.78808, -1.72673, -4.02095], [6.57330, -4.38963, -3.77837], [5.96446, -4.35606, -2.37036], [9.58828, -3.38707, -4.24723], [9.82862, -2.25956, -2.90669], [8.99746, -3.78269, -2.62695], [8.03824, -1.41185, -4.30979], [7.38853, -1.87731, -2.74660], [5.22828, -3.07875, -5.63590], [6.18938, -1.62728, -5.64309], [4.14479, -2.45253, -3.52565], [4.13476, -1.05245, -4.57824], [5.29344, -1.13276, -3.25876], [7.48584, -4.99050, -3.74305], [5.90235, -4.93245, -4.44908], [6.49561, -3.66879, -1.71006], [6.02454, -5.34785, -1.91682], [4.91352, -4.07152, -2.38231], [5.52184, -4.50465, 2.66873], [5.96459, -5.94870, 2.48695], [6.76625, -6.15074, 1.29478], [6.93720, -7.54657, 0.93841], [7.71573, -8.45147, 1.90178], [7.94607, -5.31291, 1.18127], [8.99500, -5.38239, 2.29964], [5.01657, -4.14047, 1.77341], [4.82648, -4.43461, 3.50581], [6.35924, -3.84064, 2.88566], [5.07308, -6.57328, 2.38645], [6.47297, -6.28315, 3.40601], [7.40856, -7.58721, -0.04770], [5.93639, -7.96920, 0.80451], [8.78624, -8.25227, 1.87713], [7.57475, -9.49598, 1.61691], [7.37022, -8.34422, 2.93036], [7.61266, -4.27618, 1.08959], [8.42453, -5.53979, 0.22484], [8.53796, -5.34792, 3.28950], [9.66867, -4.52683, 2.22225], [9.60669, -6.28123, 2.23856]],
  "atomic_forces_ev_per_a": [[0.2391, 0.0389, 0.0161], [0.0791, 0.0955, 0.0783], [-0.2349, 0.3103, 0.4372], [-0.0495, 0.2055, -0.6684], [0.0449, -0.0322, 0.5109], [0.1925, -0.0248, -0.1662], [-0.2619, 0.0193, -0.0291], [0.0044, -0.0399, 0.1089], [0.2722, -0.3780, 0.0719], [0.1505, 0.3800, -0.1516], [-0.5503, -0.6484, 0.1394], [0.2491, 0.1961, 0.0287], [0.0639, 0.0101, 0.0975], [-0.1130, -0.1304, -0.0119], [0.0028, -0.0082, -0.1299], [-0.1428, 0.0152, 0.0849], [0.0289, -0.1472, -0.1655], [0.1140, -0.1508, -0.0387], [-0.1542, -0.0982, -0.0734], [0.0451, 0.0703, -0.1119], [0.1680, -0.0776, 0.0039], [0.0564, -0.0805, 0.0785], [-0.1206, 0.0624, -0.0765], [0.0199, 0.1085, -0.0477], [-0.2053, -0.0632, 0.0717], [0.1046, -0.0250, 0.0233], [0.0597, 0.3586, -0.1195], [0.0727, -0.0338, 0.0013], [0.0374, 0.0229, 0.0914], [-0.0085, -0.0891, -0.0980], [-0.0495, 0.1115, -0.1251], [-0.1451, 0.0157, -0.0204], [-0.0307, -0.0995, 0.1801], [-0.0700, -0.0279, -0.0447], [-0.0072, -0.0260, 0.0211], [-0.0012, 0.0169, -0.0041], [-0.0096, -0.0030, 0.0009], [-0.0423, 0.0310, -0.0249], [0.0018, -0.0100, -0.0041], [-0.0103, -0.0331, 0.0421], [0.0727, -0.0142, 0.0507], [0.0375, 0.0242, 0.0444], [0.0093, -0.0088, -0.0206], [0.0287, -0.0157, -0.0010], [0.0391, 0.0239, -0.0160], [-0.0151, 0.0564, -0.0442], [0.0270, -0.0123, -0.0027], [-0.0008, -0.0127, -0.0029], [0.0310, 0.0442, 0.0144], [0.0340, 0.0023, 0.0012], [0.0745, 0.0690, 0.0098], [-0.0341, -0.0377, 0.0277], [-0.0114, -0.1373, -0.0006], [-0.0787, -0.0947, -0.0750], [-0.0459, 0.1898, -0.0030], [-0.1240, 0.0702, -0.0170], [-0.0349, 0.0036, -0.0077], [0.0084, -0.0018, -0.0022], [-0.0058, 0.0028, -0.0033], [-0.0214, -0.0447, -0.0351], [0.0093, -0.0015, 0.0148], [-0.0134, 0.0558, -0.0115], [0.0555, 0.0389, 0.0151], [0.0439, 0.0491, 0.0023], [0.0003, -0.0076, 0.0147], [0.0088, 0.0204, 0.0133], [0.0404, -0.0106, 0.0101], [0.0100, -0.0707, -0.0180], [0.0095, -0.0065, 0.0161], [-0.0075, 0.0019, -0.0058], [0.0685, -0.0384, 0.0044], [-0.0522, 0.0503, 0.0202], [-0.0701, 0.0200, 0.0453], [0.0557, -0.0417, -0.0329], [0.1861, 0.0471, -0.1086], [0.0479, -0.0285, -0.0028], [-0.0386, -0.0667, 0.1625], [0.0496, -0.0473, 0.0311], [0.0174, -0.0223, 0.0175], [-0.0025, -0.0023, -0.0226], [-0.0119, 0.0090, 0.0094], [0.0430, -0.0278, -0.0378], [0.0053, 0.0023, 0.0035], [-0.0239, -0.0342, 0.0409], [-0.0694, 0.0362, 0.0177], [-0.0537, 0.0038, 0.0247], [0.0075, 0.0099, 0.0045], [-0.0176, 0.0139, 0.0159], [-0.0167, 0.0334, -0.0175], [0.0268, 0.0057, -0.0600], [-0.0021, 0.0242, 0.0077], [0.0056, 0.0003, 0.0066], [-0.0232, 0.0408, -0.0520], [0.0205, 0.0199, 0.0156], [0.0562, 0.0057, 0.0958], [-0.0170, -0.0203, -0.0909], [-0.1178, 0.1265, -0.1128], [-0.0902, -0.0122, -0.0596], [0.0337, -0.1538, 0.1002], [-0.0406, -0.1150, -0.0127], [-0.0201, -0.0254, -0.0125], [0.0011, 0.0059, 0.0048], [-0.0064, -0.0032, 0.0025], [-0.0545, 0.0174, -0.0193], [0.0156, 0.0056, -0.0051], [0.0166, -0.0629, 0.0353], [0.0765, 0.0042, 0.0528], [0.0079, 0.0136, 0.0336], [-0.0012, -0.0055, -0.0152], [0.0266, -0.0121, 0.0083], [0.0252, 0.0449, 0.0102], [-0.0361, 0.0603, -0.0303], [0.0198, 0.0075, -0.0049], [0.0087, 0.0029, 0.0158], [0.0172, 0.0669, 0.0241], [-0.0179, -0.0005, 0.0217], [-0.0234, 0.0706, 0.0771], [0.0203, -0.0505, -0.0397], [-0.0517, -0.1190, -0.0759], [0.0243, -0.0335, -0.0508], [0.0914, 0.1778, -0.0527], [0.0368, 0.0106, -0.0525], [0.0198, 0.0010, -0.0275], [-0.0042, -0.0008, 0.0071], [0.0058, 0.0013, -0.0002], [0.0229, -0.0555, -0.0176], [-0.0111, 0.0055, -0.0007], [0.0331, 0.0404, 0.0032], [-0.0205, 0.0313, 0.0458], [-0.0013, 0.0356, 0.0340], [-0.0066, -0.0001, -0.0080], [-0.0132, 0.0176, 0.0075], [-0.0366, -0.0081, 0.0405], [-0.0206, -0.0760, -0.0075], [-0.0231, 0.0068, 0.0014], [-0.0030, 0.0048, -0.0082], [-0.0409, -0.0354, 0.0453]],
  "lowdin_charge": [-0.16, -0.20, -0.12, -0.76, -0.04, -0.44, -0.05, 0.09, -0.02, -0.25, -0.75, 0.57, -0.06, 0.08, 0.08, 0.08, 0.11, 0.11, 0.10, 0.10, 0.07, 0.08, 0.06, 0.03, 0.12, 0.11, 0.10, -0.09, -0.28, -0.20, -0.25, -0.08, -0.25, -0.07, 0.06, 0.07, 0.07, 0.12, 0.10, 0.11, 0.11, 0.04, 0.07, 0.07, 0.09, 0.11, 0.07, 0.07, 0.05, -0.09, -0.28, -0.20, -0.25, -0.09, -0.24, -0.08, 0.08, 0.07, 0.05, 0.11, 0.10, 0.11, 0.11, 0.04, 0.07, 0.07, 0.09, 0.12, 0.07, 0.06, 0.05, -0.09, -0.27, -0.20, -0.26, -0.08, -0.24, -0.08, 0.08, 0.08, 0.06, 0.12, 0.10, 0.10, 0.11, 0.06, 0.07, 0.07, 0.09, 0.11, 0.07, 0.07, 0.05, -0.09, -0.28, -0.20, -0.25, -0.08, -0.24, -0.08, 0.08, 0.07, 0.06, 0.12, 0.10, 0.10, 0.11, 0.05, 0.07, 0.07, 0.10, 0.11, 0.06, 0.07, 0.05, -0.09, -0.27, -0.20, -0.26, -0.09, -0.25, -0.08, 0.08, 0.07, 0.06, 0.12, 0.10, 0.11, 0.11, 0.05, 0.07, 0.07, 0.10, 0.11, 0.07, 0.07, 0.05]
}